DFT (the ωB97M-V functional and the def2-TZVPD basis) results for a structure of composition C2H6F2Si in a non-equilibrium geometry.

Geometry as ORCA input:
```
! wB97M-V def2-TZVPD RIJCOSX def2/J DEFGRID3
* xyz 0 1
C 1.16231 1.65140 -0.06448
C -0.24307 -1.65791 0.21397
F -1.44233 0.13862 -1.54173
F -1.93262 0.54646 0.77582
Si -0.73767 0.11263 -0.11741
H 0.73000 2.53075 0.50944
H 1.72191 1.00763 0.55149
H 1.14730 1.83947 -1.16027
H 0.14123 -2.22232 -0.73596
H 0.58245 -1.64670 1.07132
H -1.12951 -2.30002 0.49781
*
```

The HOMO energy is -9.439 eV. For the frontier orbital gap, the calculation gives 10.12 eV. The value obtained for the electronic energy is -569.10056 a.u. The LUMO energy comes out at 0.68 eV. For the energy relative to the best compared isomer or geometry (same formula, charge and spin), the calculation gives 226.7 kJ/mol.


DFT (the ωB97M-V functional and the def2-TZVPD basis) results for a structure of composition C2H6F5NO4PtTe in a non-equilibrium geometry.

Geometry as ORCA input:
```
! wB97M-V def2-TZVPD RIJCOSX def2/J DEFGRID3
* xyz 0 1
Pt 0.22116 0.92828 0.65491
N 2.05127 0.08524 0.44065
C 2.37699 -0.73125 1.63364
C 1.10477 -1.15700 2.35320
O 1.10735 -1.99536 3.21330
O 0.02468 -0.51092 1.95277
H 1.95521 -0.48727 -0.39336
H 2.74731 0.79903 0.24346
H 2.97510 -0.13240 2.31773
H 2.94847 -1.61687 1.36115
O -2.01937 0.43553 0.25986
H -2.61546 1.19630 0.24900
H -2.25703 -0.09267 1.03620
F 1.28545 1.12166 -2.34797
Te 1.30609 2.91487 -1.80964
F 0.10320 3.37112 -3.13359
F 2.63057 3.09335 -3.08604
F 2.74165 2.52361 -0.65628
F 1.56191 4.70122 -1.41820
O 0.03860 2.61553 -0.51967
*
```

The HOMO energy is -9.805 eV. For the frontier orbital gap, the calculation gives 8.82 eV. The value obtained for the electronic energy is -1322.21027 a.u. The LUMO energy comes out at -0.98 eV. For the energy relative to the best compared isomer or geometry (same formula, charge and spin), the calculation gives 0.0 kJ/mol.


DFT (the ωB97M-V functional and the def2-TZVPD basis) results for the molecule C2H6FN3 in a non-equilibrium geometry.

Geometry as ORCA input:
```
! wB97M-V def2-TZVPD RIJCOSX def2/J DEFGRID3
* xyz 0 1
C -0.48224 -0.38583 0.28759
C -0.56361 1.08533 0.04057
H 2.16943 -0.26499 -0.19148
H 1.36387 0.17963 -1.65496
H 0.50324 -2.00179 -0.06735
H -1.79877 -0.37644 1.61495
H 0.36935 1.53230 0.45458
H -0.72793 1.36267 -0.97362
N 1.56034 -0.59907 -0.99807
N 0.37537 -1.08462 -0.47144
N -1.11408 -1.01406 1.20370
F -1.65497 1.56688 0.75554
*
```

The HOMO energy is -9.204 eV. For the frontier orbital gap, the calculation gives 9.95 eV. The value obtained for the electronic energy is -343.88747 a.u. The LUMO energy comes out at 0.75 eV. The SMILES is [H]/N=C(\CF)NN. For the energy relative to the best compared isomer or geometry (same formula, charge and spin), the calculation gives 41.2 kJ/mol.